1.
Density functional theory data (ωB97M-V/def2-TZVPD) for a single C9H11NS molecule.

```
22
Properties=species:S:1:pos:R:3:lowdin_charge:R:1
C 3.41 2.15 -0.47 -0.08
C 1.83 2.85 -0.28 0.02
C -0.88 0.53 0.94 -0.38
C 1.44 0.16 -0.65 -0.31
C 1.76 0.31 0.80 -0.45
C 2.15 1.37 -0.27 -0.36
C 2.14 -0.98 -1.45 -0.03
C -3.19 -0.47 0.93 -0.09
C -2.18 0.61 1.51 -0.39
N 2.99 3.36 -0.02 0.07
S 0.44 0.54 1.98 0.93
H 4.04 2.05 -1.36 0.12
H 0.32 0.37 -0.92 0.16
H 2.54 -0.15 1.47 0.12
H 1.83 -0.87 -2.46 0.05
H 1.82 -1.98 -1.04 0.10
H 3.27 -0.69 -1.30 0.12
H -3.12 -1.30 1.64 0.07
H -2.94 -0.46 -0.15 0.07
H -4.21 0.04 0.98 0.08
H -2.34 0.40 2.53 0.08
H -2.46 1.60 1.22 0.09
```

Values from the calculation:
Multiplicity: 3
Electronic energy in eV: -21826.08307
Energy above the lowest of the compared OMol25 structures with the same formula, charge and spin in kcal/mol: 94.5

=====

2.
Density functional theory data (ωB97M-V/def2-TZVPD) for 17 unconnected molecules or ions with the total composition CH35O17.

```
53
Properties=species:S:1:pos:R:3:lowdin_charge:R:1
C -0.03 -0.05 0.31 -0.26
O 1.23 -0.08 0.91 -0.39
H -0.43 -1.01 0.18 0.06
H 0.05 0.35 -0.69 0.06
H -0.66 0.63 0.83 0.05
O 2.26 1.12 -1.27 -0.04
H 1.72 0.57 -0.70 0.01
H 3.04 0.68 -1.68 0.12
O -1.73 2.34 2.99 -0.07
H -2.29 1.90 2.34 -0.03
H -0.79 2.18 2.88 0.00
O 1.30 3.57 -1.73 -0.10
H 1.87 3.99 -2.40 0.05
H 1.61 2.61 -1.69 0.01
O -2.45 -2.35 -0.27 -0.05
H -1.81 -2.93 -0.64 0.02
H -2.18 -1.44 -0.38 -0.02
O -0.91 -3.70 1.86 -0.08
H -1.38 -2.93 1.54 -0.03
H -0.07 -3.54 1.42 -0.03
O 4.07 -2.35 0.02 -0.03
H 3.26 -2.02 0.39 -0.01
H 3.90 -2.41 -0.89 -0.01
O -3.08 0.93 1.19 -0.10
H -4.06 0.81 1.10 0.11
H -2.75 1.04 0.24 0.06
O -1.00 2.19 -2.83 -0.12
H -0.59 2.97 -2.35 0.05
H -0.25 1.51 -2.86 0.00
O 0.83 0.37 -3.28 -0.05
H 1.40 0.77 -2.56 0.00
H 1.33 0.39 -4.07 0.05
O -2.51 0.42 -1.44 -0.06
H -2.00 1.08 -1.95 0.02
H -3.35 0.29 -1.89 0.07
O -0.79 -1.80 -2.64 -0.04
H -1.69 -2.17 -2.73 0.05
H -0.93 -0.89 -2.67 -0.05
O 1.42 -2.83 0.78 -0.01
H 1.30 -1.90 0.83 -0.02
H 1.35 -2.97 -0.15 0.05
O 3.82 0.31 1.40 -0.08
H 3.96 1.25 1.23 0.03
H 2.85 0.28 1.34 -0.02
O 0.08 -0.98 3.21 -0.03
H 0.47 -0.70 2.36 0.00
H 0.14 -0.17 3.69 0.05
O -2.45 -1.20 2.69 -0.08
H -1.55 -1.10 3.03 -0.02
H -2.59 -0.43 2.16 -0.06
O 0.68 2.66 0.99 -0.10
H 0.57 1.67 1.10 -0.01
H -0.21 3.06 0.72 0.08
```

Values from the calculation:
Electronic energy in eV: -36414.46434
Energy above the lowest of the compared OMol25 structures with the same formula, charge and spin in kcal/mol: 21.8
Total charge: -1

=====

3.
Density functional theory data (ωB97M-V/def2-TZVPD) for a single C4H9Cl molecule.

```
14
Properties=species:S:1:pos:R:3:lowdin_charge:R:1
C 1.84 -1.06 0.73 -0.12
C 0.50 -0.48 1.18 -0.37
C -0.37 -0.42 0.06 -0.63
C -1.87 -0.37 0.15 -0.18
Cl -0.06 1.20 -1.10 0.37
H 2.20 -1.37 1.78 0.10
H 1.68 -1.95 0.27 0.02
H 2.65 -0.33 0.22 0.14
H 0.49 0.45 1.76 0.12
H -0.04 -1.02 2.08 0.16
H 0.23 -1.15 -0.69 0.13
H -2.21 0.69 0.61 0.12
H -2.32 -1.04 0.83 0.05
H -2.31 -0.63 -0.86 0.09
```

Values from the calculation:
Electronic energy in eV: -16814.46277
Energy above the lowest of the compared OMol25 structures with the same formula, charge and spin in kcal/mol: 52.7
SMILES: CC[C@@H](C)Cl

=====

4.
Density functional theory data (ωB97M-V/def2-TZVPD) for 2 unconnected molecules or ions with the total composition C6H14O2.

```
22
Properties=species:S:1:pos:R:3:lowdin_charge:R:1
C 1.44 0.39 -0.74 -0.07
C 1.03 -0.83 0.08 -0.34
C 1.18 -0.64 1.59 -0.07
C -0.31 -1.65 -0.45 -0.45
O -1.55 -1.16 -0.13 -0.02
O -0.14 -1.79 -1.83 -0.01
H 0.95 1.30 -0.39 0.05
H 2.52 0.56 -0.64 0.08
H 1.21 0.24 -1.79 0.08
H 1.75 -1.61 -0.20 0.12
H 0.91 0.37 1.89 0.06
H 2.22 -0.79 1.89 0.08
H 0.55 -1.35 2.12 0.08
H -0.23 -2.63 0.04 0.15
H -1.59 -0.16 -0.35 0.08
H -0.93 -2.16 -2.22 0.10
C -1.52 1.55 0.70 -0.08
C -1.56 2.34 -0.36 -0.04
H -2.09 1.79 1.59 0.07
H -0.70 0.81 0.84 0.03
H -2.21 3.20 -0.40 0.05
H -0.94 2.18 -1.23 0.05
```

Values from the calculation:
Electronic energy in eV: -10542.47574
Energy above the lowest of the compared OMol25 structures with the same formula, charge and spin in kcal/mol: 49.4
SMILES: CC(C)C(O)O.C=C

=====

5.
Density functional theory data (ωB97M-V/def2-TZVPD) for a molecular structure, C4H12N2NbOS.

```
21
Properties=species:S:1:pos:R:3:lowdin_charge:R:1
N -1.12 0.05 -0.46 -0.30
Nb -2.75 1.38 -0.22 0.95
N -4.16 -0.21 -0.58 -0.18
C -5.27 0.17 -0.33 -1.04
S -6.76 0.13 0.31 0.46
H -1.45 -0.91 -0.30 -0.05
H -0.35 0.26 0.18 -0.07
H -2.71 1.68 -2.04 -0.19
H -4.10 2.61 -0.10 -0.19
H -2.81 1.18 1.61 -0.18
H -1.61 2.79 0.01 -0.19
C 2.73 -1.14 -0.95 -0.02
C 2.84 -0.63 0.47 -0.50
O 1.91 -0.07 1.00 0.07
C 4.15 -0.84 1.19 -0.03
H 1.74 -0.91 -1.34 0.07
H 3.47 -0.64 -1.58 0.08
H 2.88 -2.22 -0.97 0.08
H 4.95 -0.34 0.65 0.08
H 4.36 -1.91 1.26 0.08
H 4.08 -0.43 2.19 0.08
```

Values from the calculation:
Electronic energy in eV: -21752.65648
Energy above the lowest of the compared OMol25 structures with the same formula, charge and spin in kcal/mol: 0.0
Total charge: -1

=====

6.
Density functional theory data (ωB97M-V/def2-TZVPD) for a single C15H13N3OS molecule.

```
33
Properties=species:S:1:pos:R:3:lowdin_charge:R:1
C -0.18 0.05 -5.05 -0.03
N 0.05 0.88 -3.84 -0.12
C 0.85 1.98 -3.77 -0.11
C 0.73 2.47 -2.51 -0.17
N -0.11 1.71 -1.74 0.07
C -0.57 0.78 -2.58 -0.55
S -1.85 -0.47 -2.28 1.00
C -1.92 -0.31 -0.54 -0.57
C -3.04 0.18 0.11 -0.09
C -3.08 0.26 1.50 -0.06
C -1.97 -0.07 2.28 0.00
C -0.77 -0.47 1.62 -0.15
C 0.45 -0.70 2.34 -0.18
C 0.40 -1.20 3.65 -0.02
C 1.61 -1.50 4.41 -0.05
C 2.82 -1.45 3.76 0.01
C 2.87 -0.89 2.40 -0.52
O 3.90 -0.65 1.84 0.05
N 1.72 -0.54 1.77 0.17
C -0.79 -0.62 0.22 -0.05
H -0.79 0.57 -5.85 0.10
H 0.74 -0.23 -5.55 0.08
H -0.67 -0.91 -4.84 0.07
H 1.44 2.44 -4.55 0.12
H 1.26 3.35 -2.14 0.10
H -3.87 0.44 -0.53 0.10
H -3.96 0.59 1.97 0.09
H -2.03 0.06 3.34 0.10
H -0.53 -1.40 4.15 0.10
H 1.58 -1.83 5.47 0.11
H 3.77 -1.69 4.23 0.11
H 1.82 0.14 1.03 0.16
H 0.12 -0.94 -0.29 0.12
```

Values from the calculation:
Electronic energy in eV: -33118.58329
Energy above the lowest of the compared OMol25 structures with the same formula, charge and spin in kcal/mol: 13.0
SMILES: Cn1ccnc1Sc1cccc(-c2cccc(=O)[nH]2)c1

=====

no.,F_max (hartree/bohr)
1,0.0658
2,0.0585
3,0.1251
4,0.0504
5,0.0736
6,0.0667